(1)
The following is a DFT calculation (ωB97M-V with the def2-TZVPD basis set) of C26H63CaF6N3O19P4S2 as an isolated structure at a distorted geometry.

```
! wB97M-V def2-TZVPD RIJCOSX def2/J DEFGRID3
* xyz 0 1
Ca 0.150 -0.510 0.813
C 4.208 0.883 3.154
F 4.982 0.281 4.058
F 3.873 2.103 3.575
F 4.907 1.026 2.035
S 2.604 -0.160 2.867
O 1.656 0.634 2.055
O 3.084 -1.353 2.210
O 2.070 -0.415 4.205
C 0.206 -4.845 2.837
F -0.038 -6.138 2.908
F 0.102 -4.324 4.068
F 1.445 -4.622 2.400
S -0.996 -3.891 1.680
O -0.771 -4.462 0.362
O -2.315 -4.139 2.227
O -0.563 -2.490 1.741
O -1.564 -0.783 -0.757
P -2.605 -0.860 -1.796
N -2.028 -0.859 -3.356
C -1.237 0.281 -3.780
C -1.637 -2.101 -3.992
N -3.591 0.473 -1.756
C -4.117 1.010 -0.495
C -4.510 0.838 -2.832
N -3.601 -2.211 -1.657
C -4.453 -2.799 -2.666
C -3.605 -2.943 -0.377
H -1.433 1.150 -3.151
H -1.404 0.636 -4.800
H -0.172 0.050 -3.677
H -0.844 -2.575 -3.401
H -1.201 -1.933 -4.978
H -2.447 -2.812 -4.146
H -4.958 0.446 -0.072
H -3.246 0.901 0.157
H -4.510 2.024 -0.575
H -5.549 0.594 -2.585
H -4.493 1.933 -2.864
H -4.184 0.435 -3.789
H -4.117 -3.774 -3.031
H -5.462 -2.829 -2.249
H -4.501 -2.189 -3.572
H -2.970 -3.827 -0.395
H -4.661 -3.128 -0.170
H -3.227 -2.293 0.413
C 0.958 3.400 -5.079
C 1.547 3.703 -3.723
O 1.268 2.536 -2.892
P 1.081 2.668 -1.331
O 0.657 1.477 -0.590
O 2.435 3.430 -0.959
C 2.839 3.700 0.373
C 4.376 3.570 0.420
O -0.004 3.840 -1.238
C -1.407 3.676 -0.997
C -1.815 4.347 0.322
H 1.672 2.878 -5.715
H -0.029 2.946 -5.032
H 0.686 4.345 -5.561
H 2.606 3.925 -3.638
H 0.984 4.589 -3.422
H 2.497 4.699 0.648
H 2.448 2.982 1.100
H 4.754 2.621 0.794
H 4.822 3.682 -0.571
H 4.819 4.385 0.996
H -1.973 4.043 -1.850
H -1.565 2.608 -0.838
H -1.896 3.630 1.137
H -1.170 5.173 0.622
H -2.809 4.802 0.287
C 5.475 -2.798 0.765
C 4.253 -3.154 -0.104
O 4.090 -2.275 -1.223
P 2.685 -1.650 -1.628
O 1.857 -1.214 -0.497
O 2.025 -2.688 -2.618
C 2.664 -3.037 -3.845
C 1.713 -3.884 -4.685
O 3.157 -0.408 -2.528
C 4.131 0.553 -2.144
C 5.511 0.084 -2.567
H 6.036 -3.688 1.055
H 6.205 -2.089 0.379
H 5.076 -2.415 1.705
H 4.421 -4.157 -0.504
H 3.334 -3.169 0.481
H 2.927 -2.136 -4.400
H 3.540 -3.669 -3.685
H 1.501 -4.765 -4.073
H 0.797 -3.331 -4.874
H 2.199 -4.297 -5.566
H 3.954 1.494 -2.673
H 4.179 0.889 -1.106
H 5.761 -0.752 -1.913
H 5.683 -0.172 -3.610
H 6.291 0.816 -2.330
C 0.126 3.306 3.607
C -0.630 2.459 4.644
O -1.895 2.047 4.151
P -2.145 0.596 3.514
O -1.304 0.235 2.355
O -2.047 -0.295 4.834
C -1.162 -1.387 5.043
C -1.873 -2.646 5.559
O -3.671 0.568 3.162
C -4.688 0.738 4.171
C -5.706 1.731 3.686
H -0.571 4.054 3.225
H 1.091 3.727 3.875
H 0.302 2.690 2.718
H -0.048 1.566 4.889
H -0.762 3.036 5.559
H -0.554 -1.625 4.170
H -0.443 -1.068 5.804
H -1.233 -3.521 5.618
H -2.376 -2.535 6.522
H -2.680 -2.823 4.842
H -5.066 -0.262 4.380
H -4.309 1.124 5.118
H -5.339 2.746 3.863
H -5.863 1.738 2.605
H -6.679 1.624 4.163
*
```

## Properties
Energy relative to the best compared isomer or geometry (same formula, charge and spin)   0.0 kJ/mol
HOMO energy   -8.499 eV
Calculated total energy   -6061.51457 hartree

Atom charges from the Mulliken analysis, given in e for atoms 1 to 6:
1. Ca 2.200
2. C 0.269
3. F -0.204
4. F -0.220
5. F -0.253
6. S 0.901

(2)
The following is a DFT calculation (ωB97M-V with the def2-TZVPD basis set) of a 6-piece molecular cluster, C26H65FN7O5 overall at a distorted geometry.

```
! wB97M-V def2-TZVPD RIJCOSX def2/J DEFGRID3
* xyz 1 1
F 4.659 1.963 -3.492
C 3.684 1.435 -2.510
C 2.116 1.494 -2.984
C 1.716 0.413 -4.166
N 2.728 0.470 -5.290
C 3.573 -0.748 -5.600
C 4.571 -0.295 -6.825
N 4.129 1.157 -7.068
C 3.007 1.661 -6.180
H 4.048 0.356 -2.212
H 3.770 2.140 -1.550
H 1.768 2.578 -3.292
H 1.471 1.173 -2.031
H 0.640 0.753 -4.555
H 1.546 -0.675 -3.722
H 3.578 -1.816 -5.112
H 5.409 -0.869 -7.412
H 4.598 1.752 -7.803
H 2.460 2.700 -6.125
C -0.855 7.833 -4.556
C 0.549 7.302 -4.838
C 0.561 5.871 -5.424
O 0.317 4.840 -4.463
C -1.055 4.623 -4.171
N 1.347 7.388 -3.607
H -1.299 7.397 -3.658
H -0.827 8.918 -4.402
H -1.526 7.635 -5.399
H 1.000 7.966 -5.586
H 1.568 5.677 -5.813
H -0.123 5.778 -6.276
H -1.693 4.778 -5.046
H -1.368 5.269 -3.349
H -1.171 3.588 -3.838
H 2.308 7.118 -3.821
H 1.023 6.644 -2.981
C -1.719 2.465 2.551
C -0.899 1.233 2.176
C 0.584 1.549 1.871
O 0.808 2.142 0.589
C 0.584 3.543 0.544
N -1.549 0.553 1.046
H -1.967 3.087 1.687
H -2.669 2.165 3.008
H -1.184 3.087 3.277
H -0.919 0.558 3.040
H 1.133 0.599 1.855
H 1.039 2.154 2.665
H 0.861 4.037 1.479
H -0.460 3.745 0.299
H 1.196 3.959 -0.261
H -1.049 -0.316 0.858
H -1.372 1.118 0.209
C -3.097 -2.350 7.554
C -2.128 -1.191 7.775
C -2.191 -0.115 6.667
O -1.538 -0.485 5.450
C -2.318 -1.302 4.590
N -0.769 -1.728 7.930
H -2.757 -3.043 6.780
H -3.207 -2.934 8.476
H -4.090 -1.984 7.274
H -2.415 -0.707 8.718
H -1.656 0.772 7.029
H -3.223 0.205 6.473
H -3.383 -1.053 4.637
H -2.160 -2.354 4.831
H -1.972 -1.145 3.565
H -0.140 -0.960 8.167
H -0.450 -2.021 7.000
C -5.014 -5.113 10.600
C -3.553 -4.827 10.941
C -2.938 -5.849 11.925
O -3.337 -5.668 13.287
C -4.597 -6.236 13.610
N -3.442 -3.453 11.451
H -5.698 -4.837 11.407
H -5.317 -4.538 9.717
H -5.164 -6.174 10.372
H -2.986 -4.892 10.004
H -1.851 -5.711 11.917
H -3.120 -6.882 11.601
H -4.789 -7.160 13.056
H -5.391 -5.509 13.427
H -4.603 -6.466 14.679
H -2.455 -3.236 11.592
H -3.827 -3.450 12.401
C 3.422 -2.180 -11.899
C 3.792 -1.804 -10.466
C 4.072 -3.026 -9.561
O 2.898 -3.715 -9.123
C 2.371 -4.635 -10.067
N 2.734 -0.950 -9.908
H 2.399 -2.554 -11.987
H 3.496 -1.303 -12.553
H 4.101 -2.944 -12.292
H 4.717 -1.215 -10.517
H 4.557 -2.662 -8.647
H 4.779 -3.722 -10.029
H 3.156 -5.121 -10.653
H 1.660 -4.130 -10.723
H 1.821 -5.406 -9.519
H 3.027 -0.628 -8.985
H 1.930 -1.554 -9.708
*
```

## Properties
HOMO energy   -10.047 eV
Calculated total energy   -1888.44097 hartree

Atom charges from the Mulliken analysis, given in e for atoms 1 to 6:
1. F -0.334
2. C -0.282
3. C 0.214
4. C -0.763
5. N 0.261
6. C 0.046

The highest calculated total energy belongs to which entry? C26H65FN7O5

What is the HOMO energy in the first record? -8.499 eV